# 1
C4H8O2 | the ωB97M-V functional and the def2-TZVPD basis

Last column: Löwdin charge in e.
Atoms and positions in Å:
O  -2.216  0.982  0.189  0.063
O  -1.110  -1.114  -1.253  -0.003
C  0.713  0.074  1.928  -0.090
C  -1.213  1.520  0.182  0.029
C  1.009  -0.418  -1.306  0.021
C  -0.246  -0.141  -1.533  -0.399
H  -0.519  0.576  -2.283  0.119
H  0.469  1.033  1.226  0.010
H  1.319  -1.314  -0.812  0.073
H  1.684  -0.401  2.165  0.029
H  0.207  0.566  2.764  0.007
H  0.116  -0.794  1.616  0.014
H  1.748  0.152  -1.813  0.056
H  -1.961  -0.721  -1.068  0.071

Values from the calculation:
E_HOMO in eV: -9.2
ΔE to the lowest compared entry with this formula, charge and spin in eV: 3.2625
LUMO in eV: 0.80
Electronic energy in eV: -8370.019
Gap between HOMO and LUMO in eV: 10.0

---

# 2
C5H8O | the ωB97M-V functional and the def2-TZVPD basis

Last column: Löwdin charge in e.
Atoms and positions in Å:
O  -0.408  1.830  0.458  0.080
C  0.234  -0.252  -0.499  -0.240
C  -2.040  0.075  0.534  -0.014
C  -0.720  0.695  0.157  -0.437
C  1.461  -0.624  0.312  -0.097
C  1.584  0.272  -0.874  -0.111
H  -2.727  0.804  0.965  0.084
H  1.558  -0.186  1.302  0.110
H  -2.504  -0.436  -0.315  0.084
H  2.044  -0.113  -1.778  0.103
H  -1.799  -0.697  1.273  0.094
H  1.809  -1.650  0.231  0.101
H  1.723  1.331  -0.680  0.105
H  -0.216  -1.049  -1.086  0.138

Values from the calculation:
E_HOMO in eV: -9.7
ΔE to the lowest compared entry with this formula, charge and spin in eV: 0.8631
LUMO in eV: 1.07
Electronic energy in eV: -7361.392
Gap between HOMO and LUMO in eV: 10.7
Structure (SMILES): CC(=O)C1CC1

---

# 3
C11H21N2O6PtS2 | the ωB97M-V functional and the def2-TZVPD basis

Last column: Löwdin charge in e.
Atoms and positions in Å:
Pt  0.441  -0.955  0.590  0.935
S  -0.570  -0.507  -2.212  1.019
S  2.594  -0.220  1.057  0.647
O  0.747  -0.555  -1.366  -0.702
O  -2.328  1.077  3.641  0.148
O  -0.069  -1.495  2.553  -0.296
O  -2.829  -3.190  1.106  0.114
O  -0.900  1.295  1.927  0.093
O  -1.431  -1.663  0.252  -0.230
N  2.267  2.052  2.515  0.050
N  1.625  2.240  0.449  0.047
C  1.900  3.468  2.421  -0.097
C  -0.816  -2.729  2.291  -0.066
C  -1.145  0.708  -4.595  -0.117
C  -1.817  -2.541  1.147  -0.611
C  -0.804  -2.182  -2.830  -0.361
C  -1.318  0.676  2.868  -0.486
C  1.305  3.557  0.996  -0.101
C  2.142  1.426  1.350  -0.785
C  0.488  -2.917  -3.136  -0.103
C  0.017  0.343  -3.681  -0.378
C  -0.741  -0.604  3.450  -0.060
H  -0.062  -3.454  1.988  0.141
H  1.041  -2.467  -3.960  0.074
H  1.763  4.345  0.401  0.124
H  1.471  1.937  -0.498  0.135
H  0.246  -3.940  -3.420  0.090
H  -0.005  -0.280  4.192  0.157
H  1.162  3.720  3.179  0.120
H  0.517  1.228  -3.289  0.091
H  -2.657  1.926  3.307  0.146
H  0.226  3.704  1.020  0.115
H  0.763  -0.280  -4.171  0.093
H  -1.300  -3.062  3.206  0.139
H  -1.451  -2.068  -3.703  0.095
H  2.774  4.105  2.550  0.124
H  2.826  1.654  3.251  0.149
H  1.134  -2.947  -2.261  0.075
H  -0.775  1.313  -5.420  0.087
H  -1.905  1.283  -4.066  0.081
H  -1.385  -2.670  -2.047  0.083
H  -1.618  -0.174  -5.024  0.074
H  -1.522  -1.152  3.972  0.145

Values from the calculation:
E_HOMO in eV: -11.7
ΔE to the lowest compared entry with this formula, charge and spin in eV: 0.5526
LUMO in eV: -2.66
Electronic energy in eV: -51924.684
Gap between HOMO and LUMO in eV: 9.0
Charge: +1

---

# 4
C3H4FNS | the ωB97M-V functional and the def2-TZVPD basis

Last column: Löwdin charge in e.
Atoms and positions in Å:
S  0.319  -0.655  -1.417  0.608
F  -1.154  -2.811  0.403  -0.059
N  -2.078  -0.251  2.475  0.168
C  1.850  -0.018  -1.249  -0.546
C  -1.951  -1.699  0.428  -0.231
C  -1.907  -0.826  1.405  -0.148
H  -2.640  -1.924  -0.372  0.115
H  2.155  1.096  -1.110  0.035
H  2.739  -0.673  -1.103  -0.002
H  -1.592  0.599  2.676  0.060

Values from the calculation:
E_HOMO (alpha / beta) in eV: -8.8 / -8.8
ΔE to the lowest compared entry with this formula, charge and spin in eV: 3.1864
LUMO (alpha / beta) in eV: -0.55 / -0.55
Electronic energy in eV: -18214.812
Gap between HOMO and LUMO (alpha / beta) in eV: 8.2 / 8.2
Structure (SMILES): N=C=CF.C=S

---

Number 2 is which compound? C5H8O

---

The lowest electronic energy belongs to which entry? C11H21N2O6PtS2

---

Which of these has the lowest electronic energy? C11H21N2O6PtS2

---

What is the formula in the fourth record? C3H4FNS